# 1
8
Properties=species:S:1:pos:R:3:mulliken_charge:R:1 method="wB97M-V/def2-TZVPD" e_homo_ev=-10.03 smiles=CC(F)(F)I lumo_energy_ev=0.4 largest_force_ha_per_bohr=0.0953 homo_lumo_gap_ev=10.41
C -0.39363 -0.88131 -0.26276 -0.983
C 0.19943 0.73564 0.33886 0.362
F -0.29990 0.88780 1.57031 -0.194
F -0.31913 1.59540 -0.55830 -0.209
I 2.27913 0.98511 0.35802 0.093
H -0.30995 -0.46628 -1.25103 0.320
H 0.23017 -1.76612 -0.17878 0.309
H -1.38611 -1.09023 -0.01633 0.303

# 2
16
Properties=species:S:1:pos:R:3:mulliken_charge:R:1 method="wB97M-V/def2-TZVPD" e_homo_ev=-8.81 smiles="CC(=O)N/C(C)=C/Cl" lumo_energy_ev=0.6 largest_force_ha_per_bohr=0.1153 homo_lumo_gap_ev=9.44
C -1.54720 -1.61496 0.21478 -1.116
C -2.08167 -0.18514 0.07480 0.610
C 0.25057 0.74856 0.09676 0.772
C 1.09452 1.98830 -0.05921 -1.246
C 0.89562 -0.44182 -0.14657 -0.576
H -0.92220 -1.89916 1.14510 0.371
H -2.54858 -2.08021 -0.10849 0.333
H -1.04243 -1.89259 -0.73280 0.393
H -1.50913 1.99011 0.13185 0.301
H 0.77084 2.50168 -1.01726 0.296
H 0.89831 2.50878 0.89486 0.335
H 2.19911 1.71290 0.18732 0.319
H 0.52333 -1.38235 -0.15639 0.230
N -1.22531 0.98333 0.25706 -0.152
O -3.29928 0.08474 -0.30623 -0.622
Cl 2.64300 -0.70530 -0.04572 -0.246

# 3
13
Properties=species:S:1:pos:R:3:mulliken_charge:R:1 method="wB97M-V/def2-TZVPD" e_homo_ev=-8.96 smiles=C1[C@@H]2[C@H]1[C@@H]1N[C@H]21 lumo_energy_ev=1.2 largest_force_ha_per_bohr=0.0332 homo_lumo_gap_ev=10.16
C -0.07742 0.13748 -1.36784 -0.720
C -0.51079 -0.87718 -0.37236 -0.099
C 0.90931 -0.36975 -0.34271 -0.210
C 0.69142 0.19588 1.08515 -0.217
N -0.29638 1.21916 1.11796 -0.565
C -0.74254 -0.18469 1.02859 -0.531
H 0.10074 -0.23601 -2.37013 0.258
H -0.51732 1.13254 -1.35167 0.155
H -0.84174 -1.87013 -0.67443 0.380
H 1.83134 -0.85449 -0.64342 0.420
H 1.43484 0.10575 1.87124 0.376
H -0.43834 1.75651 0.27681 0.232
H -1.54315 -0.15508 1.74281 0.521

# 4
12
Properties=species:S:1:pos:R:3:mulliken_charge:R:1 method="wB97M-V/def2-TZVPD" e_homo_ev=-9.04 lumo_energy_ev=0.2 largest_force_ha_per_bohr=0.1396 homo_lumo_gap_ev=9.21
C -0.36809 0.66405 0.05108 0.521
C -0.39352 -1.51749 0.13387 -0.400
C 0.46203 -0.46667 0.27607 0.278
C 1.94812 -0.46994 0.00497 -0.040
H -0.27446 2.68457 0.54867 0.206
H 1.48001 2.03614 -0.48655 0.315
H -2.56871 -1.37739 0.13854 0.250
H -0.20165 -2.55656 -0.12930 0.390
N 0.10100 1.91296 0.06196 -0.528
N -1.66529 0.51182 -0.28628 -0.591
N -1.64262 -1.00794 -0.12425 0.007
N 3.12317 -0.41354 -0.18878 -0.406

# 5
12
Properties=species:S:1:pos:R:3:mulliken_charge:R:1 method="wB97M-V/def2-TZVPD" e_homo_ev=-10.01 smiles="O=C1CCN=CO1" lumo_energy_ev=0.6 largest_force_ha_per_bohr=0.0366 homo_lumo_gap_ev=10.61
O -0.99180 2.32140 -0.39645 -0.514
C -0.44721 1.33415 -0.00240 0.580
C -1.05642 -0.02265 0.26425 -0.479
C -0.19110 -1.11535 -0.41971 -0.385
N 1.22925 -0.80187 -0.50204 -0.520
C 1.62436 0.22944 0.09011 0.066
O 0.89088 1.36936 0.32032 -0.317
H -1.03630 -0.15324 1.35288 0.274
H -2.10341 0.00271 -0.04895 0.293
H -0.63087 -1.49126 -1.35065 0.335
H 0.08721 -1.97978 0.19205 0.281
H 2.62541 0.30708 0.50060 0.387

# 6
15
Properties=species:S:1:pos:R:3:mulliken_charge:R:1 method="wB97M-V/def2-TZVPD" e_homo_ev=-9.81 smiles=C#C.ONO.C lumo_energy_ev=0.9 largest_force_ha_per_bohr=0.0403 homo_lumo_gap_ev=10.72
C 1.93552 -0.09522 -0.53005 -0.948
N -1.21302 1.20202 0.51255 -0.157
O -0.58686 2.34003 0.00210 -0.364
O -0.78837 0.99109 1.84648 -0.389
H -1.39951 1.48607 2.40426 0.334
H 0.38762 2.23994 0.03908 0.321
H 3.00433 -0.02579 -0.64278 0.327
H 1.46906 0.54261 -1.27390 0.239
H 1.65959 0.22320 0.47215 0.213
C -0.86620 -2.40862 -0.39894 -0.215
C -1.74418 -1.66782 -0.67087 -0.597
H -0.85073 0.38851 0.00670 0.225
H -0.11585 -3.08546 -0.05395 0.409
H 1.63377 -1.11046 -0.70651 0.163
H -2.52516 -1.02010 -1.00633 0.440

# 7
18
Properties=species:S:1:pos:R:3:mulliken_charge:R:1 method="wB97M-V/def2-TZVPD" e_homo_ev=-10.41 smiles=O.O.O.O.O.O lumo_energy_ev=0.0 largest_force_ha_per_bohr=0.0184 homo_lumo_gap_ev=10.39
O -1.24178 0.63352 -3.28144 -0.612
H -1.80086 0.30217 -2.57869 0.291
H -1.82228 1.17767 -3.81357 0.312
O -0.12770 -1.93140 2.66067 -0.631
H -1.04760 -2.14985 2.80998 0.301
H 0.33348 -2.31036 3.40896 0.277
O 1.31086 -0.32728 1.29091 -0.683
H 0.84782 -1.04516 1.72273 0.519
H 1.90750 0.00986 1.95919 0.251
O -0.83328 0.14886 -0.26287 -0.722
H -0.06378 0.06669 -0.82620 0.311
H -0.50422 -0.02285 0.61944 0.273
O -2.18481 2.45192 -0.67853 -0.626
H -2.74694 2.32685 -1.44312 0.292
H -1.67884 1.64166 -0.61754 0.459
O 3.31412 0.00429 -0.51141 -0.625
H 2.57847 -0.58040 -0.69359 0.319
H 3.75981 -0.39617 0.23506 0.297

# 8
75
Properties=species:S:1:pos:R:3:mulliken_charge:R:1 method="wB97M-V/def2-TZVPD" e_homo_ev=-5.48 total_charge=-1 lumo_energy_ev=2.4 largest_force_ha_per_bohr=0.0153 homo_lumo_gap_ev=7.91
Ti 1.69749 -0.63018 -0.74613 1.130
C -6.19877 -1.70873 0.26985 -2.102
C -5.50370 -0.60511 -0.52823 2.039
C -5.63080 0.70948 0.25415 -1.641
C -6.22895 -0.46290 -1.87351 -1.688
C -4.02569 -0.90937 -0.76480 -0.433
C -3.25296 -0.03811 -1.52654 -0.556
C -1.90774 -0.27641 -1.69524 -0.397
Br -0.93320 0.93952 -2.78993 -0.269
C -1.23745 -1.37635 -1.12887 1.021
O 0.06936 -1.49982 -1.26448 -0.945
C -2.02893 -2.31530 -0.43773 -0.460
C -3.38353 -2.02626 -0.25178 0.435
C -1.50447 -3.62742 0.17717 2.347
C -2.43618 -4.78740 -0.22163 -1.841
C -0.09756 -4.04222 -0.26645 -2.183
C -1.49552 -3.48542 1.70667 -1.532
H -7.25450 -1.45783 0.39563 0.441
H -5.76198 -1.82186 1.26392 0.377
H -6.13922 -2.67091 -0.24289 0.398
H -6.68296 0.95537 0.42384 0.434
H -5.17067 1.53659 -0.28813 0.329
H -5.13315 0.62844 1.22225 0.369
H -7.28997 -0.25336 -1.71238 0.450
H -6.14226 -1.38286 -2.45488 0.376
H -5.81349 0.34985 -2.47002 0.312
H -3.68388 0.84103 -1.98746 0.372
H -3.96011 -2.72393 0.33708 0.303
H -2.46070 -4.89745 -1.30788 0.398
H -3.46042 -4.66059 0.12797 0.316
H -2.05511 -5.71796 0.20563 0.470
H -0.02280 -4.10109 -1.35332 0.405
H 0.10634 -5.03585 0.14273 0.485
H 0.67760 -3.37290 0.09310 0.392
H -2.49294 -3.27082 2.09693 0.311
H -0.82894 -2.67509 2.00766 0.169
H -1.13525 -4.40869 2.16800 0.455
C 3.46304 6.23961 -1.58452 -1.478
C 3.57178 4.74572 -1.73008 1.150
C 2.83238 4.07662 -2.70212 -0.775
C 2.91893 2.70226 -2.84428 -0.424
C 3.76019 1.98524 -2.00709 0.267
C 4.49548 2.62660 -1.02569 -0.355
C 4.40050 4.00312 -0.89573 -0.898
S 3.88395 0.22458 -2.17471 1.300
O 4.92808 -0.09854 -3.10740 -0.722
O 2.49338 -0.15541 -2.62760 -0.531
N 3.96456 -0.28168 -0.72178 -0.194
C 4.68670 -1.46496 -0.29633 -0.675
C 3.70868 -2.54664 0.18538 0.551
O 4.10887 -3.66787 0.41805 -0.713
O 2.47635 -2.13431 0.32166 -0.402
H 3.95015 6.74999 -2.41843 0.318
H 3.93378 6.58039 -0.66276 0.342
H 2.41935 6.55679 -1.57078 0.349
H 2.16173 4.63715 -3.34357 0.362
H 2.31870 2.17974 -3.57704 0.453
H 5.09436 2.04134 -0.34121 0.331
H 4.95912 4.50506 -0.11432 0.295
H 5.32587 -1.22030 0.55683 0.283
H 5.32613 -1.88757 -1.07330 0.365
C 1.15136 2.89697 2.59815 -1.029
As 2.69442 1.69615 2.72510 0.310
C 1.70432 0.12268 3.34764 -0.974
C 3.32004 2.32394 4.49809 -1.239
O 1.24983 0.68021 0.11335 -0.632
H 0.62927 2.98127 3.55363 0.372
H 0.49017 2.47558 1.84303 0.232
H 1.46900 3.88697 2.27079 0.337
H 1.26406 0.28824 4.33297 0.475
H 2.35450 -0.75026 3.37789 0.337
H 0.91711 -0.05949 2.61786 0.062
H 2.52747 2.33408 5.24950 0.340
H 3.72164 3.33243 4.38663 0.358
H 4.12776 1.67622 4.84189 0.364

# 9
14
Properties=species:S:1:pos:R:3:mulliken_charge:R:1 method="wB97M-V/def2-TZVPD" e_homo_ev=-12.58 total_charge=+1 lumo_energy_ev=-5.4 largest_force_ha_per_bohr=0.0414 homo_lumo_gap_ev=7.16
C 1.43805 -0.90155 1.23185 -0.098
N 0.16065 -0.93072 1.45099 -0.103
H 1.85891 -0.13586 0.60269 0.287
H 2.11304 -1.63716 1.69808 0.287
H -0.24460 -1.56654 2.16081 0.296
H -0.43036 -0.22913 0.92493 0.285
C -1.56731 0.80000 -0.20559 -1.174
C -0.51094 1.10297 -1.02884 -0.012
N 0.15318 0.25476 -1.85855 -0.375
H -1.96716 -0.18806 -0.25443 0.485
H -2.03297 1.56892 0.37781 0.328
H -0.02171 2.09849 -1.01175 0.295
H -0.00791 -0.76523 -1.79463 0.244
H 1.05914 0.52911 -2.29338 0.255

Please write out number 4 again, unchanged.
12
Properties=species:S:1:pos:R:3:mulliken_charge:R:1 method="wB97M-V/def2-TZVPD" e_homo_ev=-9.04 lumo_energy_ev=0.2 largest_force_ha_per_bohr=0.1396 homo_lumo_gap_ev=9.21
C -0.36809 0.66405 0.05108 0.521
C -0.39352 -1.51749 0.13387 -0.400
C 0.46203 -0.46667 0.27607 0.278
C 1.94812 -0.46994 0.00497 -0.040
H -0.27446 2.68457 0.54867 0.206
H 1.48001 2.03614 -0.48655 0.315
H -2.56871 -1.37739 0.13854 0.250
H -0.20165 -2.55656 -0.12930 0.390
N 0.10100 1.91296 0.06196 -0.528
N -1.66529 0.51182 -0.28628 -0.591
N -1.64262 -1.00794 -0.12425 0.007
N 3.12317 -0.41354 -0.18878 -0.406